# C18H56N2O14

A cluster of 9 separate species, C18H56N2O14 in total in a non-equilibrium geometry (the ωB97M-V functional and the def2-TZVPD basis, OMol25).

Maximum force   2.87 eV/A
ΔE to the lowest compared entry with this formula, charge and spin   40.6 kJ/mol
Total charge   0
LUMO level   0.4 eV
Structure (SMILES)   COC[C@H](C)N.COC[C@H](C)N.OCCO.OCCO.OCCO.OCCO.OCCO.O.O
Frontier orbital gap   9.56 eV

XYZ file:
```
90
Properties=species:S:1:pos:R:3:forces:R:3
C 1.472 -22.662 6.209 -0.41 -0.80 0.18
O 1.833 -21.546 5.485 1.09 2.28 0.04
C 2.120 -20.445 6.393 0.30 -0.62 -0.13
C 2.423 -19.092 5.741 0.34 0.27 0.90
C 3.763 -18.909 4.977 -1.93 -1.88 -0.80
N 2.321 -18.003 6.745 -0.01 -0.49 1.77
H 2.244 -23.101 6.861 0.20 0.32 -0.26
H 1.214 -23.391 5.438 -0.31 -0.26 0.40
H 0.635 -22.385 6.857 -0.34 -0.46 -0.01
H 1.241 -20.378 7.059 0.19 0.34 -0.14
H 2.980 -20.715 6.995 0.28 -0.31 0.38
H 1.550 -18.924 5.148 -0.14 0.13 -1.34
H 3.692 -17.951 4.519 0.11 0.75 -0.63
H 3.754 -19.712 4.192 0.46 0.83 0.53
H 4.676 -18.935 5.553 0.02 -0.32 0.53
H 3.230 -17.639 7.032 -0.07 -0.20 -0.38
H 1.934 -18.358 7.646 0.16 0.24 -0.91
C -2.560 -20.117 8.172 0.18 -0.25 0.36
O -3.806 -20.311 7.623 -0.79 -0.76 -1.38
C -4.961 -20.022 8.403 0.87 -0.28 -0.75
C -6.211 -20.652 7.770 -0.03 0.41 -0.46
C -5.856 -20.806 6.279 -0.13 -0.75 -0.10
N -7.290 -19.674 7.998 0.11 -1.08 0.54
H -2.447 -19.094 8.502 0.28 0.42 0.42
H -1.839 -20.311 7.381 0.12 0.03 0.02
H -2.397 -20.836 8.984 0.23 0.20 0.27
H -4.704 -20.382 9.380 -0.53 0.23 1.01
H -5.115 -18.949 8.306 0.03 0.32 0.74
H -6.539 -21.591 8.253 0.43 0.27 -0.31
H -5.128 -21.620 6.162 -0.18 0.24 -0.12
H -5.348 -19.881 5.959 -0.47 -0.36 -0.21
H -6.722 -21.054 5.635 0.25 0.31 0.42
H -8.168 -20.040 7.634 0.23 0.48 -0.11
H -7.000 -18.819 7.562 -0.46 0.49 -0.39
O -3.181 -23.036 4.881 0.07 -1.06 -1.14
C -3.075 -24.315 5.497 -0.61 -0.66 0.00
C -1.643 -24.759 5.515 -0.05 0.24 0.24
O -1.184 -24.964 4.194 -1.11 0.35 0.11
H -3.023 -23.266 3.921 -0.19 0.95 0.94
H -3.274 -24.261 6.559 -0.71 0.47 0.29
H -3.816 -25.040 5.052 0.89 0.56 0.25
H -1.510 -25.647 6.122 -0.14 -0.50 0.10
H -1.179 -23.942 6.106 0.52 -0.18 -0.79
H -0.247 -24.995 4.177 1.34 -0.07 -0.01
O -1.776 -16.084 1.862 0.24 -0.44 0.17
C -1.767 -17.062 0.832 0.26 -1.08 1.41
C -2.498 -18.366 1.179 0.42 0.29 -0.40
O -1.598 -19.081 2.082 -1.55 -0.47 0.46
H -1.792 -16.497 2.749 0.00 -0.14 -0.64
H -2.136 -16.560 -0.026 -0.62 0.21 -0.90
H -0.783 -17.504 0.562 0.13 0.90 0.34
H -2.527 -18.906 0.210 -0.34 -0.08 0.52
H -3.525 -18.220 1.585 0.77 -0.19 -0.05
H -2.126 -19.536 2.793 0.66 0.73 -0.84
O 2.310 -22.436 2.768 -0.36 -0.04 -0.04
C 1.628 -22.265 1.546 -1.25 0.19 -0.57
C 0.140 -22.682 1.614 0.36 0.70 1.18
O -0.540 -21.750 2.508 0.39 -0.25 -0.24
H 1.767 -22.116 3.512 0.25 0.17 -0.35
H 1.517 -21.205 1.238 0.80 -0.10 0.09
H 2.179 -22.815 0.768 -0.19 0.18 0.28
H 0.056 -23.642 2.084 -0.17 -0.56 0.26
H -0.423 -22.708 0.689 0.39 0.05 -0.56
H -0.347 -20.848 2.198 -0.24 -0.11 -0.04
O -6.874 -17.312 3.705 -0.33 -0.69 -0.35
C -7.617 -18.508 3.934 0.24 -0.22 1.22
C -7.381 -19.581 2.906 -0.21 -0.99 0.87
O -6.002 -19.902 2.734 0.05 0.97 2.00
H -6.068 -17.616 3.275 0.30 0.27 0.07
H -7.384 -18.892 4.942 -0.10 0.15 -0.21
H -8.691 -18.282 3.901 0.26 0.10 0.02
H -7.670 -19.120 2.036 -1.05 0.83 -2.54
H -8.070 -20.457 3.082 0.93 0.62 0.08
H -5.897 -20.546 2.068 -0.10 -1.01 -1.25
O 0.173 -16.017 7.036 -1.68 0.74 -0.33
C -0.943 -16.756 6.537 -0.57 0.00 0.86
C -0.930 -17.080 5.055 0.67 1.12 -0.46
O -2.197 -17.596 4.642 0.97 -0.17 0.23
H 0.955 -16.552 6.998 0.80 -0.79 -0.39
H -1.064 -17.678 7.110 0.13 -0.32 0.03
H -1.901 -16.214 6.745 1.00 0.01 -0.18
H -0.073 -17.744 4.772 -0.77 0.32 0.19
H -0.761 -16.116 4.534 -0.02 -0.42 0.09
H -2.047 -18.551 4.722 -0.62 -0.19 -0.08
O -3.435 -22.592 1.993 1.52 -0.55 -0.88
H -2.775 -21.920 1.772 0.79 -0.53 -0.11
H -4.066 -22.006 2.328 -2.23 1.04 1.20
O -1.896 -20.407 4.821 -1.67 -0.24 1.01
H -2.632 -20.942 5.264 1.42 0.76 -0.97
H -1.276 -21.039 4.461 0.23 -0.61 -0.27
```
Positions in Å, forces in eV/Å.

Here are the Löwdin charges for atoms 1 to 5, given in e: -0.13, -0.20, -0.16, -0.39, -0.03